{"formula": "C8H26O5", "method": "wB97M-V/def2-TZVPD", "symbols": ["O", "H", "H", "C", "C", "O", "H", "H", "H", "H", "H", "H", "C", "C", "O", "H", "H", "H", "H", "H", "H", "C", "C", "O", "H", "H", "H", "H", "H", "H", "C", "C", "O", "H", "H", "H", "H", "H", "H"], "positions_angstrom": [[0.60739, -0.18463, 0.16133], [1.52366, -0.36286, 0.37329], [0.44898, -0.67177, -0.64727], [1.94576, 3.24634, 0.91011], [2.82519, 2.04859, 1.40528], [3.22629, 1.36118, 0.22251], [1.05919, 2.97066, 0.33906], [2.53194, 3.96490, 0.33726], [1.61095, 3.75294, 1.81530], [2.06377, 1.50035, 1.96005], [3.65920, 2.30805, 2.05737], [3.77832, 1.93703, -0.31157], [0.86951, -3.59542, -1.73278], [0.85470, -4.68934, -0.63349], [1.05090, -4.13201, 0.68930], [1.81155, -3.05141, -1.66424], [0.07588, -2.85708, -1.61831], [0.78090, -4.00613, -2.73855], [1.81407, -5.17837, -0.80250], [-0.03658, -5.31224, -0.70902], [0.88918, -4.73424, 1.41921], [-2.96339, 1.01566, 3.25847], [-1.64599, 0.80663, 2.60628], [-1.81917, 0.59639, 1.21849], [-2.77215, 1.45463, 4.23767], [-3.36126, 0.01240, 3.41104], [-3.59529, 1.65124, 2.63812], [-1.06396, 0.00431, 3.05975], [-1.00763, 1.68734, 2.67665], [-0.97015, 0.18625, 1.03803], [-2.20547, 0.99997, -3.61359], [-1.15549, 0.63074, -2.44298], [-0.81651, 1.77940, -1.70819], [-3.22081, 0.75192, -3.30428], [-1.96985, 0.49826, -4.55214], [-2.37320, 2.04438, -3.87660], [-0.34818, -0.01840, -2.78205], [-1.77693, 0.02447, -1.78393], [-0.32545, 1.55983, -0.91305]], "smiles": "CCO.CCO.CCO.CCO.O", "orbital_gap_ev": 10.12, "spin_multiplicity": 1, "e_homo_ha": -0.348}